228
Properties=species:S:1:pos:R:3:forces:R:3:lowdin_charge:R:1 method="wB97M-V/def2-TZVPD" homo_energy_ha="-0.034 / -0.216" multiplicity=6 energy_ev=-173085.6730 charge=-1 s2=8.76 homo_lumo_gap_ev="2.99 / 7.90"
Pd -0.281 0.635 -0.082 -1.8 1.0 1.9 1.10
Ti 2.626 -0.504 -2.176 1.2 -0.5 -1.1 0.59
S 0.704 2.095 -2.135 2.0 2.4 -1.4 0.28
O -0.607 2.121 -1.506 -2.8 1.5 -0.5 -0.42
O 1.275 0.966 -1.381 2.8 -1.1 0.0 -0.51
O 0.613 1.790 -3.550 -0.5 0.2 -0.4 -0.31
O 1.482 3.316 -1.883 -0.4 -0.4 -0.1 -0.32
S 0.844 -1.776 0.269 -2.8 -2.3 0.0 0.23
O 0.444 -2.987 0.963 0.4 0.0 0.1 -0.31
O -0.238 -1.318 -0.657 -1.3 -1.8 -1.9 -0.44
O 0.884 -0.616 1.140 1.7 1.4 3.2 -0.39
O 2.027 -1.957 -0.527 2.2 -0.2 -0.5 -0.38
C -3.776 1.088 11.367 0.4 0.4 -0.2 -0.12
O -3.827 1.488 10.013 0.4 0.8 0.1 -0.20
C -3.274 0.609 9.051 -0.7 -0.5 -0.7 -0.24
C -2.864 1.405 7.783 1.9 -1.1 -0.4 -0.15
N -2.121 0.678 6.649 -0.4 0.0 0.9 -0.05
C -1.107 -0.295 7.125 0.0 -0.3 -1.2 -0.19
C -0.272 -0.992 6.019 -0.5 0.9 0.7 -0.24
O -1.041 -1.969 5.383 -0.1 -0.1 -0.9 -0.18
C -0.372 -2.481 4.236 -0.3 -0.4 -0.3 -0.09
H -4.109 0.058 11.494 -0.3 0.0 0.2 0.09
H -4.332 1.819 11.955 -0.6 -0.3 -0.2 0.08
H -2.787 1.195 11.814 0.6 -0.3 -0.3 0.08
H -4.078 -0.084 8.804 -0.1 -0.4 -0.3 0.12
H -2.458 -0.002 9.437 0.3 0.3 0.2 0.11
H -2.058 2.067 8.100 -0.5 0.7 0.3 0.11
H -3.722 1.938 7.374 0.2 0.1 0.0 0.11
H -2.753 0.208 6.017 -0.2 -0.1 0.1 0.09
H -1.608 -1.125 7.623 0.3 0.0 0.8 0.11
H -0.346 0.242 7.691 -0.3 -0.1 0.6 0.12
H 0.597 -1.486 6.455 0.2 0.3 0.3 0.09
H 0.103 -0.219 5.349 0.0 0.0 -0.4 0.11
H -1.056 -3.151 3.714 0.0 0.1 0.0 0.09
H 0.520 -3.066 4.459 0.1 -0.1 0.5 0.06
H -0.015 -1.727 3.534 -0.3 0.4 0.0 0.06
C 6.563 2.413 -2.867 0.4 0.7 0.0 -0.13
O 6.523 1.867 -4.142 -0.5 -0.5 -1.1 -0.17
C 5.442 0.960 -4.315 -0.1 -0.7 0.1 -0.21
C 4.051 1.614 -4.507 -0.2 -0.2 0.5 -0.14
N 2.910 0.678 -4.351 2.2 -0.7 -0.5 -0.08
C 2.829 -0.287 -5.449 0.4 -0.3 1.2 -0.20
C 1.713 -1.270 -5.194 0.9 0.3 -0.4 -0.19
O 1.915 -1.903 -3.920 -1.1 0.1 -0.9 -0.24
C 0.881 -2.827 -3.575 -0.7 -0.1 0.4 -0.08
H 7.436 3.067 -2.856 0.1 0.0 0.1 0.08
H 6.679 1.633 -2.114 -0.2 0.0 0.3 0.09
H 5.699 3.058 -2.709 -0.2 -0.1 0.5 0.08
H 5.396 0.268 -3.474 -0.3 0.2 0.6 0.10
H 5.745 0.266 -5.099 -0.1 0.4 -0.6 0.11
H 4.001 2.150 -5.456 0.1 0.0 -0.3 0.12
H 3.959 2.368 -3.725 -0.2 0.0 0.1 0.11
H 2.033 1.115 -4.107 -0.3 0.5 -0.4 0.03
H 3.757 -0.858 -5.490 0.2 0.0 0.1 0.10
H 2.711 0.088 -6.466 -0.3 0.6 -0.2 0.12
H 1.792 -1.975 -6.022 -0.3 -0.6 0.1 0.13
H 0.807 -0.682 -5.337 -0.6 -0.4 0.8 0.12
H 0.933 -3.803 -4.059 0.9 -0.3 -0.1 0.09
H -0.133 -2.543 -3.856 0.0 0.9 0.0 0.06
H 0.864 -2.901 -2.488 0.2 -0.2 -0.1 0.08
C 7.688 -3.603 -3.214 1.8 -0.6 0.2 -0.15
O 6.999 -2.461 -3.601 -0.8 -0.3 -0.3 -0.17
C 5.660 -2.751 -4.001 -1.6 -0.3 0.4 -0.17
C 4.680 -3.281 -2.886 1.0 0.5 -0.4 -0.16
N 4.326 -2.237 -1.936 0.1 -0.1 -0.7 -0.10
C 5.383 -1.943 -0.986 -0.4 0.9 0.7 -0.15
C 4.950 -0.807 -0.061 0.0 -0.5 1.1 -0.22
O 4.552 0.294 -0.795 1.3 -0.4 -2.5 -0.23
C 4.049 1.348 -0.105 -1.9 1.1 1.4 -0.13
H 7.381 -4.069 -2.278 -0.6 0.0 -0.1 0.08
H 8.747 -3.403 -3.055 0.1 1.0 0.3 0.08
H 7.850 -4.353 -3.988 -1.1 -0.3 -0.4 0.09
H 5.583 -3.443 -4.839 0.6 -0.5 -0.1 0.12
H 5.214 -1.841 -4.403 0.3 0.2 0.4 0.08
H 5.101 -4.152 -2.383 0.5 -0.2 0.2 0.10
H 3.753 -3.699 -3.277 0.0 0.4 -0.6 0.11
H 3.500 -2.561 -1.455 0.0 -0.1 0.5 0.07
H 6.307 -1.605 -1.456 -0.1 -0.3 -0.4 0.12
H 5.572 -2.820 -0.367 0.4 -0.2 0.2 0.13
H 5.738 -0.495 0.624 0.6 -0.2 0.0 0.13
H 4.147 -1.108 0.611 -0.5 -0.3 -0.1 0.11
H 4.642 1.822 0.677 0.8 -0.4 0.2 0.10
H 3.150 0.934 0.353 -0.5 0.7 0.5 0.09
H 3.766 2.168 -0.765 -0.1 -0.3 -0.4 0.08
C -0.430 7.237 -2.762 0.1 -0.6 0.6 -0.10
O -0.427 7.352 -1.328 -0.6 1.3 -0.7 -0.21
C 0.452 6.470 -0.649 0.7 0.7 -1.7 -0.21
C 1.914 6.912 -0.909 -0.9 -0.8 -0.3 -0.23
N 2.781 5.881 -0.400 2.2 0.8 1.2 -0.05
C 4.204 6.138 -0.811 -0.9 -0.7 0.0 -0.18
C 5.205 5.093 -0.339 -0.1 0.1 -0.1 -0.25
O 6.410 5.338 -0.993 3.2 -0.3 0.2 -0.22
C 7.602 4.656 -0.367 -1.4 0.8 -1.6 -0.04
H -1.064 7.974 -3.255 -0.3 0.2 0.7 0.08
H -0.810 6.250 -3.022 0.0 -0.2 -0.2 0.08
H 0.546 7.358 -3.234 0.2 -0.1 0.3 0.07
H 0.257 5.492 -1.088 0.3 -0.6 0.6 0.10
H 0.260 6.554 0.421 -0.3 -0.2 -0.1 0.12
H 2.004 7.920 -0.503 0.5 -0.1 0.6 0.12
H 2.140 7.038 -1.968 -0.4 0.1 -0.5 0.10
H 2.499 4.990 -0.783 -0.2 -0.2 -0.2 0.06
H 4.614 7.087 -0.466 -0.6 0.3 0.0 0.12
H 4.209 6.124 -1.901 0.4 0.2 -0.3 0.12
H 4.883 4.109 -0.682 -0.4 -0.4 0.9 0.10
H 5.476 5.250 0.705 -1.0 -0.7 0.5 0.12
H 8.471 5.147 -0.806 -0.1 0.1 0.1 0.08
H 7.639 3.616 -0.690 -0.2 -0.1 0.2 0.06
H 7.658 4.717 0.720 -0.4 0.2 0.0 0.08
C -6.393 0.428 0.635 1.4 0.9 -0.3 -0.06
O -4.939 0.413 0.463 -1.8 -1.1 0.3 -0.21
C -4.438 -0.818 0.947 1.7 -0.5 -0.1 -0.21
C -2.906 -0.856 0.756 -0.1 0.1 -0.6 -0.16
N -2.319 0.485 0.920 1.2 -1.0 1.2 -0.08
C -1.931 0.793 2.326 -0.4 1.3 0.0 -0.14
C -1.314 2.219 2.522 0.6 -0.6 -0.6 -0.14
O -0.153 2.331 1.680 -0.4 -0.5 -0.9 -0.25
C 0.725 3.401 1.881 0.2 0.8 1.3 -0.09
H -6.933 -0.202 -0.072 0.3 -0.2 -0.1 0.09
H -6.647 1.470 0.441 -0.3 -0.1 0.2 0.07
H -6.653 0.129 1.650 0.0 0.1 0.1 0.09
H -4.778 -1.697 0.399 -0.6 0.0 -0.1 0.12
H -4.651 -0.968 2.006 -0.4 0.2 0.2 0.12
H -2.623 -1.201 -0.239 -0.4 0.2 -0.3 0.08
H -2.452 -1.643 1.358 0.1 0.3 0.5 0.13
H -3.054 1.088 0.582 0.3 1.0 0.0 0.06
H -1.231 0.069 2.742 0.2 -0.2 -0.6 0.10
H -2.808 0.728 2.969 -0.3 0.2 0.3 0.11
H -0.956 2.311 3.547 -0.3 0.0 0.3 0.11
H -2.003 3.031 2.290 -0.1 0.0 0.0 0.10
H 1.648 3.340 1.305 -0.2 -0.6 -0.1 0.09
H 0.951 3.442 2.947 0.5 -0.2 0.3 0.07
H 0.363 4.415 1.714 -0.8 0.0 -0.6 0.07
C -7.332 2.512 -5.804 1.3 -0.4 -0.5 -0.08
O -6.062 2.043 -6.339 -0.2 1.2 0.9 -0.22
C -6.106 0.913 -7.168 0.0 -0.3 0.1 -0.24
C -4.676 0.343 -7.448 -1.3 -0.1 1.1 -0.18
N -4.136 -0.334 -6.248 -1.0 0.4 -1.2 -0.05
C -2.740 -0.693 -6.298 -0.1 -0.2 0.7 -0.24
C -2.438 -1.815 -5.312 1.5 2.3 0.5 -0.18
O -2.563 -1.355 -3.928 -1.0 -3.2 -0.8 -0.22
C -1.782 -0.281 -3.442 -1.1 0.6 -1.4 -0.08
H -7.892 1.718 -5.310 0.1 -0.2 0.1 0.08
H -7.982 2.940 -6.568 0.1 0.0 -0.3 0.08
H -7.069 3.291 -5.089 -0.1 -0.1 0.0 0.08
H -6.613 1.193 -8.091 0.1 -0.2 -0.5 0.11
H -6.748 0.210 -6.636 0.1 -0.8 -0.2 0.11
H -4.095 1.171 -7.856 0.4 0.2 0.2 0.11
H -4.759 -0.414 -8.227 -0.1 0.0 -0.2 0.11
H -4.395 0.173 -5.414 0.3 0.1 0.1 0.10
H -2.104 0.167 -6.090 0.4 0.1 -0.1 0.11
H -2.436 -1.121 -7.253 -0.4 0.3 -0.4 0.12
H -1.392 -2.041 -5.522 0.4 -0.3 0.3 0.09
H -2.995 -2.689 -5.650 -0.6 0.0 1.2 0.12
H -0.764 -0.256 -3.831 0.1 0.0 0.3 0.07
H -1.843 -0.242 -2.354 0.2 -0.4 -0.2 0.07
H -2.367 0.548 -3.841 0.7 1.1 0.3 0.08
C -4.707 3.467 2.022 0.3 0.3 0.1 -0.09
O -4.279 4.829 1.818 -0.3 -1.1 0.5 -0.17
C -4.042 5.148 0.461 0.9 -0.4 0.1 -0.20
C -2.782 4.522 -0.120 0.1 0.0 -0.9 -0.19
N -2.820 3.139 -0.544 -1.9 0.0 0.5 -0.04
C -3.928 2.781 -1.474 1.6 -1.0 0.7 -0.16
C -3.910 3.327 -2.902 -0.6 -0.7 1.4 -0.20
O -4.769 4.425 -2.868 0.0 1.4 -0.3 -0.20
C -4.366 5.531 -3.619 -1.0 0.7 -0.3 -0.12
H -4.942 3.336 3.078 -0.2 0.3 0.0 0.09
H -3.970 2.699 1.787 0.3 0.4 -0.2 0.05
H -5.572 3.198 1.416 -0.3 0.3 -0.1 0.07
H -3.799 6.210 0.410 -0.6 0.2 0.2 0.12
H -4.933 4.904 -0.118 0.0 0.2 -0.3 0.11
H -1.939 4.667 0.556 -0.1 -0.1 0.4 0.11
H -2.501 5.132 -0.979 -0.1 0.6 -0.4 0.10
H -1.906 2.870 -0.878 -0.3 0.0 -0.3 0.03
H -4.870 2.998 -0.970 -0.1 0.2 -0.3 0.10
H -3.897 1.694 -1.543 0.1 -0.2 0.0 0.10
H -4.408 2.600 -3.543 0.5 -0.3 -0.4 0.11
H -2.880 3.543 -3.183 0.0 0.1 -0.4 0.13
H -4.431 5.394 -4.698 0.3 -0.5 -0.3 0.08
H -3.388 5.936 -3.359 0.2 -0.1 0.2 0.07
H -5.135 6.280 -3.431 0.2 0.3 0.2 0.09
C 2.330 2.136 5.625 0.1 -0.6 -0.5 -0.09
O 2.630 0.743 5.437 -0.3 0.2 1.0 -0.21
C 3.093 0.432 4.136 -0.1 0.0 -0.5 -0.22
C 3.374 -1.066 3.928 0.1 0.0 2.2 -0.14
N 4.189 -1.554 5.103 0.6 -0.4 -1.2 -0.06
C 4.502 -3.004 5.135 -1.2 1.5 -0.5 -0.17
C 3.275 -3.760 5.704 0.2 -0.8 1.7 -0.18
O 2.852 -3.104 6.911 -0.2 1.3 0.9 -0.22
C 1.650 -3.494 7.564 -0.4 -0.7 -1.0 -0.11
H 2.164 2.437 6.660 0.3 -0.8 0.3 0.08
H 1.383 2.393 5.149 0.0 0.1 -0.6 0.07
H 3.162 2.734 5.254 -0.1 0.2 -0.3 0.09
H 4.002 1.001 3.940 0.3 0.0 0.0 0.12
H 2.358 0.759 3.401 -0.2 0.0 -0.3 0.11
H 3.908 -1.196 2.987 0.3 0.1 0.1 0.10
H 2.454 -1.637 3.806 -0.4 0.1 0.1 0.10
H 3.766 -1.415 6.009 -0.5 0.8 -0.3 0.08
H 5.422 -3.086 5.712 -0.3 -0.5 0.4 0.11
H 4.750 -3.311 4.119 -0.2 -0.3 0.0 0.11
H 3.573 -4.725 6.114 0.2 -0.7 -0.8 0.11
H 2.398 -3.875 5.066 0.3 0.1 -0.5 0.10
H 1.698 -4.441 8.101 0.5 -0.3 0.0 0.08
H 0.832 -3.608 6.853 -0.1 -0.1 -0.4 0.07
H 1.245 -2.781 8.283 0.8 0.5 -0.1 0.09
C -3.091 -12.407 0.922 -0.1 0.8 -0.3 -0.10
O -2.731 -11.318 1.777 -0.2 -1.0 0.2 -0.18
C -2.052 -10.299 1.119 0.6 1.1 -0.3 -0.25
C -2.921 -9.373 0.243 1.3 -0.7 0.6 -0.22
N -2.245 -8.088 0.113 0.1 -1.4 -1.2 -0.08
C -3.099 -7.144 -0.583 -0.2 0.2 2.1 -0.22
C -2.328 -5.907 -0.860 0.6 1.4 -1.4 -0.23
O -3.181 -4.810 -1.193 -0.2 -1.0 -0.2 -0.18
C -2.471 -3.771 -1.820 0.1 0.9 0.6 -0.11
H -2.296 -12.645 0.215 0.4 -0.2 0.2 0.08
H -3.928 -12.116 0.287 -0.3 0.0 0.0 0.08
H -3.377 -13.284 1.503 0.2 0.2 0.2 0.09
H -1.194 -10.680 0.565 -0.1 -0.4 -0.5 0.12
H -1.533 -9.647 1.821 -0.4 -0.2 0.8 0.11
H -3.911 -9.305 0.694 -0.3 0.0 0.1 0.12
H -2.982 -9.893 -0.712 -0.4 0.5 -0.4 0.11
H -1.925 -7.746 1.008 -0.2 0.2 0.0 0.11
H -3.893 -6.940 0.136 -0.8 0.4 -0.4 0.12
H -3.519 -7.566 -1.496 0.1 -0.1 0.1 0.13
H -1.695 -6.192 -1.700 0.2 0.3 -0.6 0.12
H -1.582 -5.529 -0.160 -0.2 -0.5 0.9 0.13
H -3.136 -2.945 -2.069 -0.4 -0.4 -0.4 0.08
H -1.921 -4.104 -2.700 0.0 -0.1 -0.2 0.09
H -1.796 -3.283 -1.116 0.6 -0.3 0.1 0.07